Record 1
C45H40Cl2N6O5PSTl as an isolated structure at a distorted geometry, computed with ωB97M-V/def2-TZVPD.

Atoms and positions in Å:
Tl  -0.93076  -0.37623  -0.49311
C  -1.62755  1.66239  5.17214
C  -2.48565  2.60442  4.60813
C  -2.73867  2.59981  3.24544
C  -2.12149  1.65095  2.43589
C  -1.27796  0.70304  2.99657
C  -1.02567  0.71040  4.36190
N  -2.34083  1.51710  1.02418
N  -2.84578  2.48934  0.45696
C  -3.00852  2.30935  -0.95569
C  -3.68079  3.37791  -1.56304
C  -4.02103  3.30549  -2.90318
C  -3.63655  2.17519  -3.62253
C  -2.89861  1.16838  -3.00662
C  -2.58224  1.16658  -1.64076
H  -1.44506  1.66224  6.24021
H  -2.96669  3.34341  5.23858
H  -3.41758  3.31004  2.79275
H  -0.82899  -0.04197  2.34485
H  -0.36995  -0.04056  4.78733
H  -3.93699  4.24163  -0.95743
H  -4.57143  4.10932  -3.38165
H  -3.90465  2.08400  -4.67135
H  -2.58838  0.33269  -3.62731
Cl  -1.42782  -2.69893  2.97062
C  -0.18846  -2.84003  4.18481
C  -0.50954  -3.59972  5.30353
C  0.41791  -3.76456  6.31834
C  1.65938  -3.15705  6.20400
C  1.95794  -2.40412  5.07559
C  1.05808  -2.22542  4.02022
P  1.38409  -1.20377  2.40021
C  2.15562  -2.62386  1.51943
C  1.24026  -3.46425  0.87787
C  1.67205  -4.56057  0.14307
C  3.02743  -4.83466  0.02194
C  3.94724  -3.98918  0.62774
C  3.51429  -2.89300  1.36440
C  2.66458  -0.06939  3.11966
C  3.98279  -0.31024  3.51254
C  4.78722  0.70515  4.01984
C  4.28913  1.99232  4.16064
C  2.97391  2.25025  3.79672
C  2.18229  1.23432  3.28164
H  -1.48986  -4.05554  5.36444
H  0.16732  -4.35707  7.19023
H  2.39763  -3.26776  6.99009
H  2.92616  -1.92815  5.02704
H  0.17888  -3.23976  0.91796
H  0.94039  -5.18755  -0.35137
H  3.36585  -5.68432  -0.55890
H  5.00995  -4.17186  0.51574
H  4.25649  -2.22084  1.77096
H  4.40609  -1.30332  3.44856
H  5.80641  0.48098  4.31382
H  4.91872  2.78384  4.54907
H  2.56334  3.24723  3.90275
H  1.16369  1.45587  2.97995
N  -1.33132  5.37931  -5.65844
C  -0.64745  4.17869  -5.36369
C  -0.17520  3.94738  -4.07304
C  0.48437  2.77229  -3.77300
C  0.69997  1.82053  -4.76332
C  0.25347  2.04878  -6.05343
C  -0.41909  3.22847  -6.35295
S  1.56731  0.33144  -4.35072
O  2.68776  0.76440  -3.52809
O  1.89719  -0.31752  -5.59866
N  0.58673  -0.43062  -3.38275
C  -0.43418  -1.22682  -3.78453
N  -0.98642  -1.92341  -2.76509
C  -1.91335  -2.82176  -3.04613
C  -2.34937  -3.04973  -4.34527
C  -1.80451  -2.21552  -5.31031
N  -0.87278  -1.30501  -5.06176
H  -1.81663  5.75110  -4.85498
H  -1.96742  5.28513  -6.43550
H  -0.36768  4.67719  -3.29384
H  0.82743  2.57512  -2.76457
H  0.43187  1.29166  -6.80538
H  -0.78935  3.40730  -7.35823
H  -2.34640  -3.33015  -2.18896
H  -3.10541  -3.78726  -4.57262
H  -2.14633  -2.26657  -6.34305
Cl  -6.06133  -1.23653  1.49594
C  -4.47909  -1.10535  0.64397
C  -3.81759  -2.44285  0.28091
O  -4.47562  -3.48374  0.27807
O  -2.59792  -2.28825  -0.04185
H  -3.81348  -0.53271  1.28123
H  -4.64876  -0.54257  -0.27140
C  2.93563  2.01323  -0.96445
O  2.37098  1.28434  0.16127
C  2.18020  -0.00528  0.13345
C  2.66542  -0.67965  -1.10398
H  4.01812  1.88656  -0.95771
H  2.68799  3.05607  -0.78781
H  2.52499  1.67741  -1.91517
H  2.20422  -0.27225  -2.01445
H  2.44472  -1.74315  -1.06244
H  3.75069  -0.52960  -1.19267

- HOMO: -1.77 eV
- Net charge: -2
- Frontier orbital gap: 0.2123 Eh
- Strongest force on any atom: 1.08 eV Å⁻¹

Atom charges from the Mulliken analysis, given in e for atoms 1 to 8: 1.128 -0.916 -0.548 -0.447 -0.922 1.468 0.095 1.252

Record 2
One molecule with the formula C26H27NO3, computed with ωB97M-V/def2-TZVPD.

Atoms and positions in Å:
O  2.75897  2.26236  -2.01118
C  2.49697  1.83893  -0.90044
C  3.52113  1.10863  -0.10518
C  3.19615  0.03610  0.72139
C  4.19147  -0.63743  1.40582
C  5.51460  -0.24580  1.28019
C  5.84609  0.81371  0.45127
C  4.85626  1.48013  -0.24572
C  1.16153  2.02099  -0.29481
C  0.08109  2.27090  -1.13931
C  -1.20038  2.41042  -0.65006
C  -1.43076  2.29643  0.71894
O  -2.64218  2.32538  1.32878
C  -3.83620  2.45973  0.58615
C  -4.32836  1.18040  -0.14567
O  -3.91451  1.14889  -1.48254
C  -3.87181  -0.12189  0.55531
N  -2.51143  -0.39944  0.13398
C  -2.17003  -1.74898  -0.29500
C  -2.12107  -2.77156  0.84955
C  -0.84453  -2.60260  1.66351
C  0.35523  -2.93393  0.78499
C  0.33642  -2.15574  -0.50210
C  1.52361  -1.96903  -1.20366
C  1.55274  -1.25761  -2.38659
C  0.37660  -0.73797  -2.90015
C  -0.80991  -0.93509  -2.22207
C  -0.84577  -1.63673  -1.02141
C  -0.34029  2.12247  1.57967
C  0.93569  1.99034  1.08280
H  2.16864  -0.28435  0.80128
H  3.93623  -1.47337  2.04156
H  6.28711  -0.77148  1.82217
H  6.87773  1.11518  0.34520
H  5.09789  2.30108  -0.90441
H  0.26774  2.33741  -2.20026
H  -2.01175  2.59166  -1.33582
H  -4.57755  2.73801  1.33997
H  -3.76063  3.27098  -0.14598
H  -5.42355  1.23119  -0.15870
H  -3.07669  0.64810  -1.47518
H  -3.98344  -0.01466  1.63980
H  -4.52306  -0.93165  0.21599
H  -1.83543  -0.06916  0.81045
H  -2.94265  -2.05471  -1.01321
H  -3.00234  -2.64377  1.48285
H  -2.15108  -3.77990  0.43134
H  -0.86233  -3.25838  2.53632
H  -0.76440  -1.57284  2.02299
H  1.28749  -2.73741  1.31988
H  0.33935  -4.00293  0.54603
H  2.43905  -2.38493  -0.80618
H  2.48762  -1.10671  -2.90451
H  0.38662  -0.18461  -3.82662
H  -1.73131  -0.54633  -2.63147
H  -0.52965  2.08919  2.64199
H  1.76310  1.88240  1.76804

- HOMO: -8.59 eV
- Net charge: 0
- Frontier orbital gap: 0.3257 Eh
- Strongest force on any atom: 0.74 eV Å⁻¹
- SMILES: O=C(c1ccccc1)c1ccc(OC[C@@H](O)CN[C@@H]2CCCc3ccccc32)cc1

Atom charges from the Mulliken analysis, given in e for atoms 1 to 8: -0.656 -0.145 0.743 -0.014 -0.936 -0.486 -0.621 -0.616

Record 3
One molecule with the formula CH3I2P at a distorted geometry, computed with ωB97M-V/def2-TZVPD.

Atoms and positions in Å:
C  1.35605  0.86072  0.80143
P  -2.31166  -0.95844  -2.36130
I  -0.65267  0.25226  -0.39003
I  -3.24863  -2.95174  -1.36716
H  1.69188  0.03247  1.33349
H  1.05999  1.40855  1.69700
H  2.10504  1.35617  0.28658

- HOMO (alpha / beta): -8.29 / -7.86 eV
- Net charge: 0
- Frontier orbital gap (alpha / beta): 0.2273 / 0.2266 Eh
- Strongest force on any atom: 3.01 eV Å⁻¹

Just the Mulliken charges please, in e? Sure, here they are: -1.052 -0.062 0.110 0.016 0.357 0.300 0.333

Record 4
One molecule with the formula C3H6FNO at a distorted geometry, computed with ωB97M-V/def2-TZVPD.

Atoms and positions in Å:
C  0.28344  -0.79813  -1.39131
N  -0.21547  -0.80973  -0.04309
F  0.15703  -2.08430  0.52990
C  0.32178  0.20433  0.78888
C  -0.89941  1.53248  0.99671
O  -0.57499  2.63005  1.28204
H  -0.19303  0.03178  -1.90492
H  1.37498  -0.68241  -1.45214
H  -0.00410  -1.72972  -1.87326
H  1.23107  0.69167  0.43320
H  0.43154  -0.14135  1.81232
H  -1.91285  1.15533  0.82167

- HOMO: -9.32 eV
- Net charge: 0
- Frontier orbital gap: 0.3771 Eh
- Strongest force on any atom: 3.86 eV Å⁻¹
- SMILES: CN(F)CC=O

Atom charges from the Mulliken analysis, given in e for atoms 1 to 8: -0.832 -0.011 -0.263 -0.559 0.082 -0.417 0.322 0.328

Record 5
One molecule with the formula C5H11N3 at a distorted geometry, computed with ωB97M-V/def2-TZVPD.

Atoms and positions in Å:
H  -2.18584  0.09385  1.00248
N  -1.22750  0.16984  1.33192
C  -0.32715  0.12316  0.46722
C  1.12167  0.09405  0.70545
C  1.31502  0.03454  2.29911
N  2.03041  -0.87601  2.77805
H  2.15980  -0.84656  3.78980
N  -0.46579  -0.17421  -1.01897
C  0.28425  0.59238  -1.98180
C  -1.78535  -0.57080  -1.45466
H  1.59315  1.02035  0.37253
H  1.62349  -0.79480  0.32707
H  0.80622  0.81961  2.87184
H  0.02419  1.66252  -1.95675
H  1.35542  0.47305  -1.82118
H  0.09377  0.22535  -2.99315
H  -2.15362  -1.38868  -0.83188
H  -2.51207  0.25426  -1.39611
H  -1.75007  -0.91191  -2.49097

- HOMO: -8.74 eV
- Net charge: 0
- Frontier orbital gap: 0.3548 Eh
- Strongest force on any atom: 5.02 eV Å⁻¹
- SMILES: [H]/N=C(/C/C=N/[H])N(C)C

Atom charges from the Mulliken analysis, given in e for atoms 1 to 8: 0.276 -0.640 0.428 -0.680 -0.081 -0.601 0.264 0.157

Relative energy (zero: lowest compared OMol25 entry of this formula, charge and spin) values, unit kcal/mol, following the record order: 13.92; 0.37; 87.40; 86.03; 38.90.